(1)
67
Properties=species:S:1:pos:R:3 method="wB97M-V/def2-TZVPD" homo_energy_ev="-5.07 / -5.06" total_charge=-1 largest_force_ev_per_a=3.66 homo_lumo_gap_ev="6.40 / 5.59"
Ce 0.3867 0.9626 -0.4796
C -0.4951 0.9354 3.0637
N -0.2421 -0.1403 2.1137
C 0.9104 -0.9190 2.5569
C -1.4138 -0.9991 1.9798
C -2.4620 -0.4052 1.0313
N -1.8776 -0.2746 -0.2878
C -2.6640 -0.2024 -1.3388
C -2.0647 -0.3127 -2.6362
F -0.6866 -0.4549 -2.6498
C -2.7502 -0.3103 -3.8196
F -2.0933 -0.4830 -4.9936
C -4.1327 -0.1671 -3.8503
C -4.7617 -0.0362 -2.6205
F -6.1164 0.1061 -2.6139
C -4.0926 -0.0616 -1.4193
F -4.8561 0.0706 -0.2925
H -0.6667 0.5392 4.0828
H -1.3669 1.5132 2.7601
H 0.3663 1.6037 3.0830
H 0.7086 -1.4463 3.5079
H 1.7500 -0.2382 2.6914
H 1.1776 -1.6426 1.7843
H -1.8770 -1.1908 2.9677
H -1.0850 -1.9568 1.5637
H -2.8028 0.5669 1.4146
H -3.3291 -1.0820 1.0189
H -4.6766 -0.1483 -4.7753
N 2.5164 -0.2993 -3.2411
C 2.2636 0.9926 -3.0015
N 2.0440 2.1550 -3.5629
N 0.1111 2.4136 -3.6087
N -0.2542 2.1990 -2.5539
N 2.0720 1.8210 -2.0237
C 2.2615 -1.2683 -2.2766
N 2.6146 -2.5433 -2.3996
N 2.1677 -3.1105 -1.2821
N 1.5810 -2.2403 -0.5368
N 1.6053 -1.0401 -1.1282
H 2.6226 -0.6200 -4.1919
S -2.9341 4.5111 1.2935
C -1.8617 3.4799 0.7207
N -1.0752 2.7056 0.3244
N 2.2301 1.2875 0.9314
C 3.2224 2.0007 1.1709
C 3.0463 3.4541 1.5044
C 2.0697 4.1781 0.8216
C 1.7377 5.4569 1.2218
C 2.3599 6.0253 2.3260
C 3.3217 5.3097 3.0172
C 3.6675 4.0328 2.6094
C 4.6152 1.4460 1.1809
C 5.7302 2.2214 0.8728
C 6.9766 1.6358 0.7302
C 7.1357 0.2729 0.9161
C 6.0318 -0.5090 1.2260
C 4.7842 0.0716 1.3429
H 1.5871 3.7177 -0.0402
H 0.9780 6.0093 0.6898
H 2.0909 7.0226 2.6497
H 3.8010 5.7446 3.8862
H 4.4196 3.4710 3.1516
H 5.6136 3.2875 0.7269
H 7.8322 2.2432 0.4594
H 8.1132 -0.1815 0.8072
H 6.1487 -1.5766 1.3556
H 3.9050 -0.5244 1.5413

***

(2)
53
Properties=species:S:1:pos:R:3 method="wB97M-V/def2-TZVPD" homo_energy_ev="-14.35 / -14.35" total_charge=+2 spin_multiplicity=4 s2=3.8655 de_lowest_kj_mol=25.5 largest_force_ev_per_a=7.04 homo_lumo_gap_ev="6.58 / 3.86"
Cl -2.6502 -0.0688 -1.4535
C 1.7881 -2.4103 -4.1909
C 2.5756 -1.2187 -3.9336
C 1.7039 -0.0519 -4.1194
H 3.6602 -1.1813 -3.7948
C 0.3717 -0.5440 -4.4666
C 0.4046 -2.0006 -4.4257
H -0.4784 -2.6229 -4.6288
H 2.2076 -3.4142 -4.3394
H 1.9946 1.0002 -4.1024
C -0.7902 0.2729 -4.9323
Mn 1.0141 -1.2551 -2.6162
C 1.7397 -0.0492 -1.4380
C 0.8627 -2.6857 -1.5094
O 2.5131 0.7120 -0.9462
O 0.9890 -3.4593 -0.6311
H -0.8307 1.2324 -4.3966
H -1.7166 -0.2873 -4.7289
H -0.7226 0.4712 -6.0203
C 3.5693 0.4998 3.7138
C 3.3139 -0.6733 2.9987
C 2.2147 -0.7528 2.1080
C 1.3529 0.3161 1.9313
C 1.5744 1.4697 2.6664
C 2.6925 1.5758 3.5396
Sb -0.4045 0.0164 0.2017
C -1.5398 -1.2235 1.6680
C -2.7454 -1.7184 1.2063
C -3.3501 -2.8475 1.7775
C -2.7780 -3.4303 2.9077
C -1.6388 -2.8304 3.4755
C -1.0257 -1.7170 2.8702
C -1.0945 2.1100 0.5375
C -2.3254 2.3658 1.1363
C -2.8085 3.6842 1.2222
C -2.0525 4.7543 0.7278
C -0.8040 4.4912 0.1510
C -0.3241 3.1685 0.0586
H 4.4306 0.5724 4.3877
H 3.9768 -1.5343 3.1215
H 2.0698 -1.6841 1.5597
H 0.9125 2.3340 2.5849
H 2.8828 2.5072 4.0814
H -3.2157 -1.3004 0.3146
H -4.2497 -3.2564 1.3068
H -3.2179 -4.3296 3.3409
H -1.2207 -3.2437 4.3975
H -0.1433 -1.2715 3.3337
H -2.9317 1.5463 1.5238
H -3.7824 3.8787 1.6725
H -2.4270 5.7804 0.7908
H -0.1968 5.3157 -0.2344
H 0.6499 2.9871 -0.4053

***

(3)
63
Properties=species:S:1:pos:R:3 method="wB97M-V/def2-TZVPD" homo_energy_ev=-5.17 total_charge=-1 de_lowest_kj_mol=0.0 largest_force_ev_per_a=1.54 homo_lumo_gap_ev=7.06
Lu -0.2565 -0.6335 -0.2502
C -0.3613 2.8374 3.2293
Si -1.1035 2.2937 1.6001
C -2.7375 3.1924 1.3915
C 0.0523 2.9467 0.2759
N -1.2774 0.5798 1.4492
C -1.8405 -0.1886 2.4384
C -2.5680 0.2790 3.5560
C -3.0826 -0.5695 4.5250
C -2.9201 -1.9464 4.4431
C -2.2372 -2.4610 3.3464
C -1.7502 -1.5863 2.4137
F -1.0967 -2.1378 1.3191
H -0.2366 3.9244 3.2134
H 0.6290 2.3955 3.3669
H -0.9645 2.5801 4.1009
H -2.5645 4.2401 1.1277
H -3.3393 3.1731 2.3042
H -3.3278 2.7339 0.5943
H 0.5457 3.8438 0.6639
H -0.4755 3.2149 -0.6396
H 0.8478 2.2490 0.0066
H -2.7384 1.3438 3.6453
H -3.6276 -0.1413 5.3578
H -3.3218 -2.6064 5.1992
H -2.0869 -3.5230 3.2013
C 5.0236 -3.0989 -1.9553
C 3.9014 -3.4682 -1.2300
C 2.7617 -2.6775 -1.2539
C 2.7450 -1.5254 -2.0209
C 3.8635 -1.1484 -2.7536
C 5.0015 -1.9361 -2.7173
N 1.5500 -0.7098 -2.0132
N 1.3594 -0.1166 -3.0830
C 0.1955 0.7175 -3.1513
C 0.1003 1.4297 -4.3449
C -0.9802 2.2711 -4.5443
C -1.9495 2.3621 -3.5494
C -1.8252 1.6268 -2.3758
C -0.7444 0.7780 -2.1235
H 5.9175 -3.7086 -1.9197
H 3.9118 -4.3673 -0.6284
H 1.8831 -2.9726 -0.6996
H 3.8309 -0.2371 -3.3346
H 5.8774 -1.6365 -3.2791
H 0.8740 1.3099 -5.0943
H -1.0738 2.8399 -5.4607
H -2.8086 3.0082 -3.6938
H -2.6106 1.7240 -1.6300
O 1.4101 -1.0150 0.9606
N 1.7368 0.1548 1.4279
C 2.9381 0.2786 1.8867
C 3.8639 -0.8288 1.9549
N 4.6013 -1.7053 2.0416
C 3.3455 1.5747 2.3674
N 3.6777 2.6026 2.7588
F -2.6946 -1.2797 -0.7001
C -2.8639 -2.1811 -1.7252
F -3.1118 -1.4685 -2.8254
F -3.9578 -2.8791 -1.4233
C -1.6064 -3.0708 -1.8885
O -1.7498 -4.1041 -2.5030
O -0.5538 -2.5768 -1.3551

***

(4)
64
Properties=species:S:1:pos:R:3 method="wB97M-V/def2-TZVPD" homo_energy_ev=-4.37 total_charge=-1 de_lowest_kj_mol=118.6 largest_force_ev_per_a=2.75 homo_lumo_gap_ev=6.39
Sr -1.0163 0.1630 -1.0653
C -1.9709 -3.3722 -1.9390
N -1.3061 -2.9176 -0.7251
C 0.0338 -3.4768 -0.6155
C -2.1113 -3.1167 0.5016
C -2.1472 -1.8741 1.3735
N -2.5347 -0.7878 0.4939
C -3.2362 0.2851 0.9382
C -3.8968 1.0855 -0.0369
F -3.7778 0.7035 -1.3365
C -4.6328 2.1971 0.2746
F -5.2295 2.8638 -0.7284
C -4.7739 2.6419 1.5750
C -4.1247 1.9000 2.5398
F -4.1773 2.2910 3.8298
C -3.3848 0.7735 2.2528
F -2.7278 0.1703 3.2714
H -2.0837 -4.4704 -1.9738
H -1.3989 -3.0563 -2.8175
H -2.9619 -2.9146 -2.0030
H 0.4981 -3.1502 0.3239
H 0.6699 -3.1349 -1.4408
H 0.0344 -4.5810 -0.6187
H -1.7377 -3.9844 1.0657
H -3.1352 -3.3418 0.1974
H -1.1567 -1.7391 1.8461
H -2.8371 -2.0373 2.2070
H -5.3381 3.5335 1.8141
C 3.8345 0.4326 -0.2639
C 3.1775 0.1834 -1.5815
N 1.8940 -0.0253 -1.8012
C 1.7853 -0.1844 -3.1881
C 3.0113 -0.0617 -3.7747
N 3.8700 0.1675 -2.7419
C 3.6192 -0.1115 -5.1390
O 2.8212 -0.3056 -6.1555
O 4.8242 0.0206 -5.2363
C 0.4692 -0.4753 -3.8357
O 0.4233 -0.5284 -5.0807
O -0.5069 -0.6544 -3.0422
H 3.0823 0.5265 0.5098
H 4.4202 1.3542 -0.2832
H 4.5056 -0.3846 0.0136
H 4.8577 0.3032 -2.8894
H 1.8618 -0.3919 -5.8203
O -0.8986 4.4713 -0.3500
C -0.8058 3.2514 -0.2953
O -1.3485 2.3491 -1.0364
C 0.0917 2.6905 0.8397
C 0.6681 3.6075 1.7603
C 1.4359 3.1355 2.7697
C 1.6778 1.7410 2.8904
C 2.4954 1.1735 3.9031
C 2.7039 -0.1745 3.9558
C 2.0909 -1.0253 2.9985
C 1.2976 -0.4984 2.0246
C 1.0762 0.9030 1.9482
N 0.2863 1.3890 0.9251
H 0.4554 4.6562 1.6111
H 1.8808 3.8120 3.4923
H 2.9562 1.8320 4.6332
H 3.3331 -0.5988 4.7297
H 2.2612 -2.0965 3.0352
H 0.8529 -1.1364 1.2709

***

Total energy per entry: -2988.591988; -3005.050729; -3482.927590; -2159.675198 Eh